# 1
43
Properties=species:S:1:pos:R:3:lowdin_charge:R:1 method="wB97M-V/def2-TZVPD" total_charge=+2 largest_force_ha_per_bohr=0.041 lumo_energy_ev=-6.580 homo_ev=-13.4
Sc 5.708 9.783 8.510 1.30
C 4.301 5.859 7.208 -0.01
C 4.361 7.064 7.851 -0.08
N 5.396 7.929 7.587 -0.05
C 6.386 7.629 6.718 -0.15
C 6.345 6.406 5.969 -0.14
C 5.270 5.561 6.217 0.06
C 7.442 6.062 5.123 0.00
C 8.530 6.905 5.075 -0.05
C 8.569 8.146 5.726 0.03
C 7.437 8.573 6.461 -0.20
N 7.220 9.806 7.090 -0.06
C 7.392 11.052 6.436 -0.20
C 8.520 11.488 5.712 0.04
C 8.484 12.719 5.034 -0.04
C 7.358 13.489 4.981 0.00
C 6.265 13.189 5.873 -0.10
C 5.097 14.002 6.065 0.06
C 4.153 13.672 7.021 -0.04
C 4.294 12.527 7.758 -0.10
N 5.320 11.658 7.576 -0.03
C 6.302 11.939 6.612 -0.13
H 3.512 5.150 7.511 0.13
H 3.670 7.318 8.670 0.13
H 5.146 4.672 5.607 0.14
H 7.443 5.101 4.560 0.14
H 9.416 6.569 4.562 0.12
H 9.452 8.806 5.585 0.12
H 9.361 10.806 5.662 0.10
H 9.383 13.066 4.584 0.12
H 7.268 14.337 4.307 0.13
H 4.979 14.843 5.390 0.14
H 3.370 14.380 7.295 0.13
H 3.605 12.418 8.617 0.13
N 5.470 10.254 12.767 0.11
C 6.830 9.986 12.769 -0.03
C 7.221 9.863 11.470 -0.06
N 6.056 10.022 10.661 -0.09
C 5.048 10.272 11.493 -0.16
H 4.897 10.496 13.587 0.19
H 7.432 10.009 13.652 0.13
H 8.226 9.776 11.058 0.13
H 4.057 10.494 11.232 0.13

***

# 2
48
Properties=species:S:1:pos:R:3:lowdin_charge:R:1 method="wB97M-V/def2-TZVPD" largest_force_ha_per_bohr=0.012 lumo_energy_ev=-1.524 de_lowest_kcal_mol=35.9 homo_ev=-7.6
Pd 0.828 0.137 0.915 0.55
O -0.282 1.834 -2.646 0.08
C 0.352 1.359 -1.727 -0.44
N -0.084 0.371 -0.873 -0.03
C -1.176 -0.386 -1.265 -0.46
O -1.528 -0.572 -2.408 0.09
C -1.989 -1.037 -0.158 -0.22
C -2.827 -2.089 -0.504 0.00
C -3.589 -2.680 0.488 -0.05
C -3.510 -2.183 1.780 -0.07
C -2.661 -1.116 2.019 -0.16
N -1.906 -0.554 1.079 0.09
C 1.733 1.953 -1.472 -0.21
C 2.033 3.173 -2.072 0.00
C 3.293 3.708 -1.880 -0.06
C 4.216 3.008 -1.116 -0.07
C 3.828 1.797 -0.569 -0.14
N 2.612 1.283 -0.736 0.08
H -2.857 -2.416 -1.533 0.12
H -4.236 -3.517 0.260 0.11
H -4.081 -2.618 2.588 0.10
H -2.571 -0.699 3.017 0.11
H 1.279 3.656 -2.675 0.12
H 3.558 4.658 -2.326 0.11
H 5.216 3.387 -0.955 0.10
H 4.518 1.207 0.026 0.10
Se 1.409 -2.157 0.365 0.71
C 0.365 -3.157 1.603 -0.65
C 0.031 -2.755 2.893 -0.15
C -0.709 -3.600 3.704 -0.17
N -1.142 -4.803 3.337 0.05
C -0.823 -5.185 2.099 -0.16
C -0.091 -4.416 1.211 -0.13
H 0.309 -1.775 3.261 0.07
H -0.976 -3.282 4.708 0.10
H -1.180 -6.162 1.792 0.10
H 0.112 -4.788 0.215 0.09
S 0.436 2.369 2.144 0.74
C 1.409 1.501 3.158 -0.82
N 1.813 1.881 4.408 0.09
C 2.533 1.079 5.228 -0.04
C 2.904 -0.159 4.818 -0.01
C 2.504 -0.537 3.515 -0.09
N 1.827 0.258 2.736 -0.08
H 1.513 2.795 4.717 0.15
H 2.776 1.486 6.199 0.14
H 3.468 -0.821 5.455 0.12
H 2.757 -1.505 3.090 0.11

***

# 3
56
Properties=species:S:1:pos:R:3:lowdin_charge:R:1 method="wB97M-V/def2-TZVPD" total_charge=+1 largest_force_ha_per_bohr=0.046 lumo_energy_ev=-6.258 de_lowest_kcal_mol=20.7 homo_ev=-12.4
Au 0.115 -1.805 0.137 1.11
C 5.159 -1.548 -0.069 -0.05
C 3.798 -1.825 -0.664 -0.60
O 3.905 -2.104 -2.034 -0.01
P 2.969 -3.255 0.153 0.50
O 3.956 -4.432 -0.187 -0.06
O 3.044 -3.114 1.726 -0.09
O 1.586 -3.486 -0.378 -0.32
P 2.653 -0.337 -0.429 0.36
O 2.299 -0.458 1.152 -0.20
O 3.373 0.898 -0.741 -0.23
O 1.345 -0.702 -1.154 -0.41
H 5.789 -2.432 -0.179 0.10
H 5.076 -1.301 0.988 0.09
H 5.627 -0.726 -0.607 0.10
H 3.049 -2.301 -2.428 0.10
H 3.571 -5.317 -0.278 0.12
H 2.196 -3.069 2.193 0.09
H 2.890 0.091 1.687 0.10
F -5.638 2.268 3.632 0.18
C -4.686 1.819 2.847 -0.12
C -3.919 2.699 2.101 -0.13
F -4.156 3.997 2.148 0.16
C -2.899 2.217 1.300 -0.20
F -2.193 3.119 0.622 0.11
C -2.631 0.852 1.183 -0.27
P -1.240 0.278 0.115 1.11
C -1.882 0.292 -1.570 -0.35
C -2.031 -0.920 -2.244 -0.10
C -2.479 -0.929 -3.555 -0.05
C -2.778 0.266 -4.191 -0.04
C -2.640 1.471 -3.515 -0.04
C -2.198 1.495 -2.204 -0.07
C -0.065 1.618 0.346 -0.39
C 0.531 2.279 -0.727 -0.09
C 1.346 3.371 -0.481 -0.04
C 1.602 3.772 0.821 -0.03
C 1.061 3.071 1.893 -0.05
C 0.231 1.992 1.660 -0.10
C -3.465 -0.023 1.892 -0.58
Br -3.360 -1.877 1.648 0.92
C -4.453 0.457 2.735 -0.26
F -5.206 -0.382 3.426 0.11
H -1.796 -1.850 -1.741 0.08
H -2.589 -1.868 -4.080 0.12
H -3.124 0.260 -5.216 0.12
H -2.871 2.404 -4.012 0.12
H -2.093 2.439 -1.691 0.11
H 0.343 1.956 -1.740 0.12
H 1.785 3.901 -1.314 0.12
H 2.241 4.625 1.004 0.12
H 1.279 3.371 2.909 0.12
H -0.191 1.438 2.492 0.12
O -0.899 -5.385 1.627 0.16
C -0.751 -4.235 1.503 -0.50
N -0.589 -3.037 1.489 -0.15

***

# 4
50
Properties=species:S:1:pos:R:3:lowdin_charge:R:1 method="wB97M-V/def2-TZVPD" total_charge=+1 largest_force_ha_per_bohr=0.011 lumo_energy_ev=-5.073 de_lowest_kcal_mol=0.0 homo_ev=-10.4
Au -1.896 0.549 1.160 1.26
C 3.204 4.862 4.121 -0.03
O 1.935 4.235 4.345 -0.03
C 1.122 4.052 3.314 -0.25
C 1.409 4.399 1.992 0.03
C 0.465 4.162 1.017 0.02
C -0.763 3.536 1.273 -0.11
C -1.584 3.247 0.099 -0.31
C -1.718 4.245 -0.999 0.03
O -2.152 2.149 -0.088 -0.08
C -1.025 3.221 2.624 -0.18
O -2.276 2.835 3.156 0.06
C -0.121 3.481 3.617 0.11
H 3.663 4.943 5.100 0.10
H 3.070 5.856 3.693 0.10
H 3.825 4.245 3.472 0.10
H 2.349 4.854 1.722 0.12
H 0.703 4.434 -0.002 0.13
H -1.665 5.266 -0.632 0.11
H -2.651 4.065 -1.530 0.11
H -0.906 4.082 -1.714 0.12
H -0.374 3.271 4.647 0.15
Cl -4.728 -3.339 2.626 0.68
C -3.903 -1.826 2.338 -1.02
Cl -4.224 -1.264 0.671 0.61
C -2.399 -1.941 2.680 -0.66
O -1.978 -2.875 3.285 0.13
O -1.596 -0.893 2.437 -0.21
H -4.340 -1.077 2.996 0.05
O -3.994 1.619 3.059 0.18
N -2.944 1.791 2.593 -0.16
C 2.156 -7.289 -5.097 -0.07
C 1.743 -5.858 -5.255 -0.69
O 0.762 -5.481 -5.821 0.05
S 2.951 -4.678 -4.520 1.01
C 1.922 -3.667 -3.488 -0.51
C 0.602 -3.327 -3.772 -0.06
C -0.101 -2.517 -2.898 -0.02
C 0.507 -2.012 -1.749 -0.25
C 1.837 -2.336 -1.481 -0.03
C 2.534 -3.164 -2.340 -0.10
C -0.232 -1.177 -0.852 -0.07
C -0.885 -0.456 -0.142 -0.15
H 1.418 -7.938 -5.560 0.09
H 2.272 -7.520 -4.038 0.09
H 3.132 -7.436 -5.564 0.09
H 0.129 -3.680 -4.675 0.10
H -1.130 -2.260 -3.114 0.12
H 2.315 -1.954 -0.589 0.12
H 3.558 -3.435 -2.116 0.10